Below is a molecular structure, C41H68N15O3 at a distorted geometry, with properties calculated with ωB97M-V/def2-TZVPD.

XYZ file:
```
127
Properties=species:S:1:pos:R:3:forces:R:3
C -4.438697 -0.270856 -0.083671 0.103 -1.744 -0.672
C -3.227179 -1.251819 0.462491 -1.736 1.110 0.783
N -2.314356 -1.591747 -0.682918 -0.528 -3.715 0.713
C -0.879853 -1.761854 -0.272315 1.834 0.237 -0.273
C -0.172378 -0.432824 0.331046 -0.414 -0.789 -0.056
C -0.451955 0.930759 -0.494929 1.603 1.238 1.005
O -1.762400 1.513197 -0.125596 0.838 -1.032 0.261
C 0.674976 2.015602 0.021679 0.541 -0.972 0.085
C 1.952253 2.149911 -0.967897 2.250 0.484 2.287
C 2.905962 0.804272 -0.968539 0.141 0.200 -0.341
C 2.906812 3.324542 -0.310714 0.125 -1.202 0.559
N 1.621332 2.625605 -2.355159 -2.583 1.880 1.555
O 1.615011 3.950993 -2.456897 0.932 -1.788 -0.218
C 0.279598 2.139784 -2.834980 -2.097 -0.988 -2.191
C 0.466837 1.833383 -4.444446 0.690 0.813 0.344
C -0.909049 3.251502 -2.742992 -0.530 0.029 -0.289
C -0.268709 0.803109 -2.099515 -0.483 -0.102 0.138
C -2.844670 -2.914846 -1.190427 -3.401 -0.732 -0.952
C -1.901722 -4.235596 -1.399584 -0.074 0.446 -1.364
O -4.111551 -3.097608 -1.463666 5.657 1.324 1.402
H -5.333725 -1.001506 -0.280862 1.374 1.682 0.536
H -4.120583 0.102413 -1.140746 -0.496 -0.337 2.164
H -4.696282 0.577829 0.651768 0.392 -1.412 -1.302
H -3.647837 -2.245511 0.916668 0.552 1.944 -0.721
H -2.733608 -0.683900 1.334585 -0.174 -1.042 -1.700
H -0.289663 -2.017059 -1.254055 -1.094 0.334 1.954
H -0.701478 -2.618921 0.496887 -0.439 1.513 -1.472
H 0.972392 -0.677418 0.388777 -2.200 0.527 -0.303
H -0.515656 -0.327813 1.443700 0.577 0.207 -1.958
H -1.866679 1.495085 0.866802 0.573 0.038 -1.529
H 1.087293 1.588904 1.029672 -0.595 0.949 -1.882
H 0.228275 3.050153 0.274808 0.564 -1.798 -0.819
H 4.024958 1.118140 -1.120998 -2.163 -0.515 0.072
H 2.889387 0.263590 0.070360 -0.213 1.037 -2.020
H 2.596011 0.078049 -1.831226 0.606 1.218 1.738
H 3.752058 3.616362 -1.042724 -1.579 -0.280 1.180
H 3.430090 2.823883 0.604286 -0.910 0.850 -1.562
H 2.280468 4.211388 0.081081 1.090 -1.304 -0.889
H -0.538222 1.607194 -4.972959 1.751 0.157 1.019
H 1.274825 1.018575 -4.628385 -1.712 1.236 0.375
H 0.900121 2.819087 -4.898079 -0.869 -1.678 0.797
H -0.773045 4.126296 -3.501801 0.045 -1.590 1.523
H -1.900198 2.720580 -3.061267 1.824 0.812 0.634
H -1.092316 3.660234 -1.675387 0.498 -0.699 -1.781
H -1.337612 0.605184 -2.539805 2.187 0.105 0.662
H 0.459588 -0.069178 -2.352215 -1.516 1.424 0.523
H -0.915445 -3.947741 -1.964583 -1.660 -0.618 1.562
H -2.460269 -4.960259 -2.131583 0.728 1.508 1.553
H -1.710559 -4.802933 -0.414558 -0.124 1.271 -1.538
C 0.993600 -6.881928 0.795005 -0.527 4.247 -0.975
C 0.912195 -5.422421 0.579842 -0.514 1.009 -0.485
N 0.848572 -4.280583 0.412644 0.332 -0.842 0.234
H 1.983693 -7.184240 1.122089 -0.135 2.335 -0.493
H 0.281362 -7.209325 1.554089 0.018 1.008 -0.156
H 0.769383 -7.431478 -0.122225 0.069 0.562 -0.024
C 6.712651 4.540565 1.532102 0.015 0.096 0.078
C 6.572101 3.272685 0.804717 -0.069 -0.479 -0.226
N 6.460810 2.274971 0.232395 0.067 0.850 0.469
H 6.203642 5.359557 1.017140 0.048 -0.285 -0.050
H 6.288150 4.477368 2.538006 0.022 -0.175 -0.166
H 7.761358 4.829178 1.641203 -0.155 -0.169 -0.119
C 1.635653 7.127187 -1.112371 -0.012 -0.140 -0.242
C 1.893402 7.834806 0.148051 0.042 0.184 0.292
N 2.096412 8.390883 1.139545 -0.084 -0.426 -0.711
H 2.318116 6.283071 -1.248002 -0.078 0.086 0.159
H 0.617762 6.729346 -1.150879 0.134 0.082 0.187
H 1.758919 7.785294 -1.977068 0.021 0.077 0.260
C -1.786922 -3.144938 -4.714396 -0.241 -0.160 -0.034
C -0.685733 -2.176851 -4.635997 0.276 0.243 0.021
N 0.180253 -1.415614 -4.574446 -0.645 -0.740 -0.044
H -2.381981 -3.153863 -3.796884 0.162 0.183 -0.118
H -2.467142 -2.915300 -5.539285 0.220 0.146 0.069
H -1.418499 -4.162585 -4.871783 0.160 0.218 0.022
C 1.521572 -11.295147 1.708154 0.083 -0.330 0.048
C 1.474696 -9.843105 1.506486 0.073 0.048 -0.005
N 1.437491 -8.695179 1.346849 0.944 -9.053 2.075
H 2.510335 -11.625439 2.039248 -0.047 0.304 -0.054
H 0.801919 -11.620323 2.464213 0.040 0.217 -0.142
H 1.290443 -11.838080 0.787508 -0.067 0.255 0.066
C 6.631409 8.950478 -0.029240 -0.095 0.201 -0.240
C 7.153833 8.117271 1.060668 0.189 -0.250 0.378
N 7.564737 7.460244 1.918684 -0.344 0.719 -0.743
H 7.437377 9.434815 -0.587825 0.051 -0.171 0.233
H 6.050280 8.361044 -0.743955 0.111 -0.104 0.234
H 5.976588 9.741554 0.346688 0.111 -0.207 0.162
C 2.358537 3.983036 3.313167 0.218 0.184 0.102
C 1.020053 3.488270 2.969586 -0.341 -0.007 0.051
N -0.032980 3.099233 2.699224 0.710 0.353 0.510
H 3.105679 3.667785 2.579617 -0.280 -0.082 0.011
H 2.386370 5.075844 3.354154 -0.256 -0.110 -0.117
H 2.687342 3.613911 4.288851 -0.246 -0.045 -0.299
C -2.316181 -10.419211 2.230061 -0.119 0.217 0.127
C -1.885443 -11.724654 1.711549 0.053 -0.441 -0.184
N -1.548401 -12.752434 1.303308 -0.223 0.933 0.375
H -1.827401 -9.594580 1.703472 -0.012 -0.252 -0.080
H -3.395262 -10.278024 2.121090 0.143 -0.141 -0.152
H -2.080920 -10.309645 3.292593 0.066 -0.234 -0.136
C -5.678346 -6.065192 -0.379253 -0.018 0.047 0.133
C -5.276746 -7.337848 0.235499 0.180 -0.311 0.180
N -4.960861 -8.339322 0.717899 -0.176 0.770 -0.335
H -5.215234 -5.925813 -1.359929 -0.012 -0.166 0.177
H -6.761128 -6.011618 -0.522695 0.344 -0.313 0.134
H -5.391863 -5.208967 0.238173 0.117 -0.238 0.033
C -7.563889 -2.689847 -2.513510 0.096 0.275 0.021
C -7.809309 -4.106424 -2.213960 -0.094 -0.324 0.020
N -8.004244 -5.220700 -1.979192 -0.129 1.079 -0.406
H -8.433642 -2.071211 -2.276833 0.030 -0.302 -0.048
H -6.720071 -2.295470 -1.939648 -0.001 -0.325 0.004
H -7.335583 -2.535086 -3.571574 -0.111 -0.205 0.128
C 9.389011 10.261084 3.447850 -0.123 -0.139 0.267
C 9.856194 11.050447 2.301561 0.124 0.197 -0.281
N 10.223148 11.671189 1.400072 -0.310 -0.483 0.651
H 8.454637 9.738879 3.223881 0.175 0.111 -0.161
H 10.120468 9.502846 3.740659 0.004 0.159 -0.225
H 9.206967 10.889945 4.323867 0.102 0.105 -0.250
C 1.956728 2.656907 7.762388 -0.198 0.027 0.235
C 2.919584 2.506160 6.664583 0.273 -0.097 -0.200
N 3.676767 2.387519 5.801075 -0.542 0.051 0.787
H 1.662170 1.688223 8.175710 0.178 0.043 -0.219
H 2.371720 3.247232 8.584027 0.135 -0.065 -0.240
H 1.043463 3.159239 7.431266 0.213 -0.062 -0.167
C -11.337542 -0.183392 -2.272231 -0.197 0.032 0.233
C -10.381139 -0.344823 -3.374451 0.216 -0.006 -0.322
N -9.629198 -0.471696 -4.241102 -0.557 0.075 0.692
H -11.640095 -1.148752 -1.856643 0.166 0.036 -0.210
H -10.912868 0.403416 -1.452963 0.124 -0.058 -0.235
H -12.247081 0.327874 -2.599556 0.220 -0.065 -0.155
```
Positions in Å, forces in eV/Å.

As for the HOMO-LUMO gap (alpha / beta): 8.8 / 9.3 eV. The calculation puts the highest occupied orbital energy (alpha / beta) at -8.520 / -9.097 eV. Its expectation value of S² is 0.7543. Its spin multiplicity is 2. The LUMO energy (alpha / beta) comes out at 0.3 / 0.2 eV.